Computed, not measured: the molecule C2H3NO2 in a non-equilibrium geometry, with wB97M-V/def2-TZVPD.

Properties
highest occupied orbital energy (spin up / spin down)	-10.0 / -9.7	eV
E	-282.97426	Eh
ΔE to the lowest compared entry with this formula, charge and spin	178.1	kcal/mol

Last column: Mulliken charge in e.
Element x y z (Å)
C: 0.406 -0.287 0.890  0.060
C: -0.014 -0.079 -0.399  -0.539
N: 0.764 -1.557 1.375  -0.189
O: 2.364 -1.917 -0.075  -0.384
O: 1.579 -2.305 0.836  0.238
H: 0.536 0.493 1.686  0.298
H: -0.160 -1.067 -1.005  0.181
H: -0.596 0.691 -0.848  0.334


Computed, not measured: a structure of composition C17H19BN6O2V in a non-equilibrium geometry, with wB97M-V/def2-TZVPD.

Properties
2S+1	4
highest occupied orbital energy (spin up / spin down)	-13.9 / -13.9	eV
⟨S²⟩	3.7735
E	-2106.55035	Eh
total charge	+2

Last column: Mulliken charge in e.
Element x y z (Å)
C: -1.506 -2.625 -0.197  -0.189
N: -0.243 -2.121 -0.175  0.081
N: 0.628 -3.234 -0.224  -0.073
C: -0.091 -4.350 -0.381  -0.034
C: -1.446 -4.012 -0.335  -1.063
B: 2.133 -2.973 -0.041  0.091
N: 2.540 -1.984 -1.158  -0.049
N: 1.970 -0.701 -1.221  0.163
C: 2.684 0.004 -2.136  -0.231
C: 3.670 -0.834 -2.686  -1.094
C: 3.529 -2.077 -2.057  -0.048
V: 0.456 -0.335 -0.016  1.230
N: 2.270 -2.173 1.279  0.082
N: 1.616 -0.933 1.439  -0.069
C: 1.946 -0.475 2.681  -0.081
C: 2.797 -1.406 3.292  -1.052
C: 2.979 -2.443 2.379  -0.028
H: 1.561 0.471 3.035  0.563
H: 3.566 -3.348 2.432  0.504
H: 3.221 -1.336 4.272  0.455
H: 2.788 -3.968 -0.022  -0.006
H: 4.041 -3.017 -2.177  0.506
H: 0.409 -5.298 -0.534  0.500
H: 4.386 -0.581 -3.429  0.453
H: -2.286 -4.672 -0.392  0.450
H: 2.434 1.041 -2.286  0.465
H: -2.323 -1.924 -0.142  0.610
H: 0.864 2.441 -0.859  0.027
C: 0.359 2.938 -1.698  -0.985
H: 1.116 3.332 -2.388  0.349
H: -0.291 2.222 -2.219  0.325
H: -0.250 3.755 -1.295  0.307
O: -2.077 0.260 -0.900  -0.707
C: -1.809 1.073 0.009  0.748
O: -0.683 1.043 0.707  -0.475
C: -2.754 2.199 0.344  0.396
C: -2.343 3.195 1.235  -0.193
C: -3.169 4.280 1.534  -0.724
C: -4.431 4.386 0.936  -0.341
C: -4.846 3.403 0.024  -0.642
C: -4.003 2.328 -0.281  -0.198
H: -1.363 3.111 1.698  0.356
H: -2.822 5.045 2.233  0.389
H: -5.087 5.227 1.179  0.405
H: -5.827 3.488 -0.452  0.397
H: -4.312 1.576 -1.005  0.427


Computed, not measured: a structure of composition C35H58GeN4O4Tl, with wB97M-V/def2-TZVPD.

Properties
highest occupied orbital energy	-15.4	eV
E	-4136.84836	Eh
ΔE to the lowest compared entry with this formula, charge and spin	24.0	kcal/mol
total charge	+3

Last column: Mulliken charge in e.
Element x y z (Å)
Tl: 0.562 -0.564 0.083  0.924
C: 2.459 -3.376 2.278  -0.998
O: 1.565 -3.029 1.227  0.047
C: 0.477 -3.932 1.092  -0.803
C: -0.632 -3.693 2.089  -0.684
O: -1.230 -2.424 1.832  0.158
C: -2.080 -2.030 2.895  -0.632
H: 2.835 -4.391 2.142  0.316
H: 1.984 -3.301 3.257  0.305
H: 3.297 -2.683 2.235  0.298
H: 0.826 -4.967 1.182  0.622
H: 0.096 -3.791 0.077  0.001
H: -0.244 -3.713 3.113  0.461
H: -1.375 -4.497 2.006  0.393
H: -2.936 -2.703 2.994  0.433
H: -2.434 -1.026 2.676  -0.263
H: -1.536 -2.017 3.845  0.370
N: 2.922 0.158 0.736  -0.317
C: 3.976 0.231 -0.299  -0.043
C: 4.187 -1.114 -0.978  -0.691
C: 3.173 -1.445 -2.064  -0.645
N: 1.959 -2.029 -1.470  -0.410
H: 2.773 1.091 1.116  0.056
H: 3.263 -0.403 1.517  0.185
H: 4.918 0.579 0.139  0.444
H: 3.663 0.977 -1.023  -0.478
H: 4.186 -1.910 -0.228  0.243
H: 5.188 -1.121 -1.414  0.497
H: 3.625 -2.117 -2.802  0.436
H: 2.884 -0.532 -2.590  0.199
H: 2.226 -2.801 -0.862  0.149
H: 1.373 -2.416 -2.204  0.225
C: -0.061 0.716 4.978  -0.878
C: -0.923 1.783 5.125  -0.795
C: -1.237 2.541 4.003  -0.906
C: -0.682 2.187 2.781  0.671
N: 0.114 1.124 2.624  0.397
C: 0.418 0.423 3.704  -0.166
C: -0.864 3.018 1.557  0.296
C: -1.292 4.419 1.677  -0.347
C: -1.536 5.214 0.580  -0.914
C: -1.242 4.679 -0.655  -0.358
C: -0.606 3.346 -0.766  -0.371
N: -0.538 2.537 0.416  0.497
H: 0.241 0.120 5.825  0.519
H: -1.334 2.038 6.090  0.500
H: -1.910 3.376 4.108  0.440
H: 1.075 -0.424 3.551  0.335
H: -1.370 4.862 2.659  0.537
H: -1.905 6.223 0.694  0.509
H: -1.441 5.221 -1.569  0.627
H: -1.099 2.751 -1.557  0.400
C: -5.462 -3.866 -3.620  -1.479
C: -4.199 -3.590 -2.828  -0.057
C: -4.200 -4.173 -1.414  -0.846
C: -2.946 -3.710 -0.653  -0.320
Ge: -2.885 -1.820 -1.060  -0.117
C: -4.187 -0.441 -0.662  -0.928
C: -4.473 -0.161 0.817  0.097
C: -5.094 -1.351 1.538  0.156
C: -5.414 -1.045 2.992  -1.592
H: -5.436 -3.396 -4.599  0.409
H: -6.347 -3.516 -3.093  0.349
H: -5.563 -4.939 -3.769  0.367
H: -4.088 -2.469 -2.768  0.160
H: -3.316 -3.933 -3.372  0.362
H: -4.235 -5.263 -1.451  0.542
H: -5.100 -3.850 -0.884  0.287
H: -2.029 -4.136 -1.063  0.564
H: -2.978 -3.898 0.419  0.272
H: -1.777 -1.355 -2.008  0.056
H: -5.106 -0.790 -1.148  0.536
H: -3.844 0.440 -1.204  0.637
H: -5.166 0.680 0.865  0.588
H: -3.560 0.156 1.333  -0.395
H: -4.418 -2.215 1.479  -0.231
H: -6.010 -1.640 1.017  0.520
H: -4.528 -0.720 3.535  0.266
H: -5.815 -1.918 3.500  0.405
H: -6.157 -0.254 3.066  0.448
C: 6.955 3.581 -2.868  -1.543
C: 5.497 3.367 -2.611  0.428
C: 4.932 3.671 -1.371  -0.911
C: 3.585 3.479 -1.107  1.413
C: 3.085 3.813 0.276  -1.316
C: 2.778 2.942 -2.129  0.939
C: 3.312 2.634 -3.387  1.053
C: 2.489 2.185 -4.562  -2.057
C: 4.666 2.854 -3.599  -0.836
C: 1.371 2.633 -1.889  0.165
O: 0.719 3.663 -1.205  -0.268
O: 0.753 1.658 -2.218  -0.777
H: 7.376 4.313 -2.183  0.395
H: 7.127 3.916 -3.889  0.420
H: 7.503 2.646 -2.736  0.296
H: 5.566 4.071 -0.590  0.431
H: 3.931 3.968 0.939  0.407
H: 2.469 3.017 0.698  -0.116
H: 2.495 4.728 0.272  0.322
H: 1.463 1.919 -4.311  0.268
H: 2.959 1.330 -5.045  0.436
H: 2.464 2.987 -5.298  0.479
H: 5.078 2.634 -4.575  0.531


Computed, not measured: the molecule C3H5N5 in a non-equilibrium geometry, with wB97M-V/def2-TZVPD.

Properties
highest occupied orbital energy	-8.3	eV
E	-390.91806	Eh
ΔE to the lowest compared entry with this formula, charge and spin	125.7	kcal/mol
SMILES	N/N=c1/nncc[nH]1

Last column: Mulliken charge in e.
Element x y z (Å)
C: 0.410 -0.432 0.006  0.523
C: -2.235 -0.151 -0.259  -0.441
C: -1.399 0.879 0.003  -0.048
H: 2.802 -0.347 0.882  0.277
H: 3.135 -0.047 -0.740  0.250
H: -3.244 0.089 -0.095  0.353
H: -1.795 1.789 0.106  0.482
H: 0.615 1.307 0.072  0.087
N: 2.445 0.091 -0.017  -0.509
N: 1.588 -1.011 -0.192  -0.501
N: -0.487 -1.521 0.087  -0.084
N: -1.720 -1.418 0.074  -0.358
N: -0.116 0.772 0.073  -0.032


Computed, not measured: a structure of composition C43H39AsF2N2O2STeTl in a non-equilibrium geometry, with wB97M-V/def2-TZVPD.

Properties
highest occupied orbital energy	-4.3	eV
E	-5196.15957	Eh
ΔE to the lowest compared entry with this formula, charge and spin	0.0	kcal/mol
total charge	-1

Last column: Mulliken charge in e.
Element x y z (Å)
Tl: 1.559 -0.223 -0.006  1.193
F: 0.213 -0.907 5.719  -0.344
C: 1.270 -0.634 4.898  0.317
C: 1.123 -0.901 3.528  -0.569
C: 2.089 -0.505 2.602  -0.710
C: 3.316 -0.002 3.081  0.863
C: 3.401 0.246 4.481  0.494
F: 4.530 0.849 4.946  -0.369
C: 2.391 -0.006 5.422  -1.143
C: 4.496 0.255 2.214  0.021
C: 5.796 -0.096 2.651  -0.681
C: 6.865 0.175 1.832  -0.360
C: 6.641 0.742 0.581  -0.646
C: 5.340 1.022 0.209  -0.087
N: 4.282 0.741 0.977  -0.016
H: 0.191 -1.346 3.230  0.587
H: 2.510 0.281 6.462  0.469
H: 5.914 -0.517 3.642  0.410
H: 7.888 -0.027 2.156  0.380
H: 7.490 0.961 -0.061  0.358
H: 5.153 1.435 -0.786  0.261
C: -6.162 -0.059 -0.711  -1.795
C: -4.734 -0.424 -0.548  0.949
C: -4.359 -1.707 -0.174  -0.827
C: -3.029 -2.078 -0.016  0.587
C: -2.678 -3.481 0.422  -0.289
O: -3.452 -4.194 1.057  -0.695
C: -1.318 -4.048 0.074  0.682
C: -0.622 -3.740 -1.097  0.002
C: 0.645 -4.264 -1.317  -0.329
C: 1.214 -5.159 -0.431  -0.531
C: 0.514 -5.493 0.728  -0.422
C: -0.756 -5.000 0.947  -0.874
C: -2.014 -1.029 -0.078  0.252
O: -0.848 -1.223 0.423  -1.056
C: -2.392 0.276 -0.587  0.429
C: -3.737 0.548 -0.802  -0.202
C: -1.337 1.262 -0.980  -0.871
N: -0.619 2.011 -0.211  -0.078
C: -1.092 2.477 1.095  -0.512
C: -0.860 1.448 2.187  -0.325
Te: -1.578 1.665 4.243  0.242
C: -3.535 2.137 3.549  -0.199
C: -4.417 1.121 3.160  -0.172
C: -5.694 1.420 2.734  -0.526
C: -6.113 2.747 2.634  -0.534
C: -5.275 3.750 3.087  -0.437
C: -3.982 3.458 3.536  -0.305
C: -1.095 1.418 -2.438  0.726
C: -0.262 2.459 -2.933  -0.689
C: -0.091 2.654 -4.303  -0.647
C: -0.699 1.781 -5.203  -0.373
C: -1.431 0.712 -4.717  -0.681
C: -1.692 0.556 -3.369  -0.246
H: -6.803 -0.843 -0.259  0.360
H: -6.439 -0.033 -1.780  0.363
H: -6.423 0.921 -0.299  0.346
H: -5.168 -2.412 -0.003  0.343
H: -0.985 -2.992 -1.788  0.350
H: 1.223 -3.912 -2.168  0.337
H: 2.219 -5.584 -0.588  0.349
H: 0.949 -6.173 1.453  0.383
H: -1.307 -5.268 1.832  0.436
H: -4.010 1.523 -1.183  0.453
H: -2.154 2.743 1.020  0.375
H: -0.579 3.438 1.288  0.365
H: 0.227 1.329 2.283  0.090
H: -1.257 0.470 1.898  0.057
H: -4.059 0.105 3.181  0.310
H: -6.340 0.619 2.439  0.450
H: -7.092 2.981 2.235  0.397
H: -5.588 4.779 3.146  0.365
H: -3.333 4.230 3.899  0.395
H: 0.193 3.119 -2.211  0.526
H: 0.513 3.480 -4.671  0.446
H: -0.556 1.925 -6.278  0.367
H: -1.788 -0.019 -5.440  0.340
H: -2.378 -0.235 -3.057  0.215
C: 3.084 1.720 -3.039  -0.774
As: 3.147 -0.102 -3.751  0.556
C: 4.022 0.185 -5.489  -1.128
C: 4.446 -1.144 -2.732  -0.932
S: 1.394 -1.250 -3.876  -0.459
H: 4.115 2.048 -2.815  0.397
H: 2.443 1.750 -2.155  0.009
H: 2.674 2.369 -3.816  0.292
H: 5.025 0.583 -5.320  0.374
H: 3.429 0.921 -6.051  0.338
H: 4.065 -0.764 -6.029  0.341
H: 5.409 -0.611 -2.685  0.362
H: 4.572 -2.108 -3.244  0.363
H: 4.150 -1.334 -1.687  0.160


Computed, not measured: a cluster of 9 separate species, C8H34O9 in total in a non-equilibrium geometry, with wB97M-V/def2-TZVPD.

Properties
highest occupied orbital energy	-10.1	eV
E	-1002.23699	Eh
ΔE to the lowest compared entry with this formula, charge and spin	56.4	kcal/mol
SMILES	CCO.CCO.CO.CO.CO.CO.O.O.O

Last column: Mulliken charge in e.
Element x y z (Å)
C: 0.741 0.590 -0.015  -0.064
O: 0.039 -0.622 -0.284  -0.405
H: 0.999 0.584 1.043  -0.331
H: 1.703 0.482 -0.515  0.467
H: 0.217 1.509 -0.278  0.158
H: 0.659 -1.274 0.050  0.296
C: 2.024 3.141 1.895  -0.243
O: 3.108 3.345 0.994  -0.568
H: 1.049 3.287 1.429  0.055
H: 2.069 2.167 2.382  0.109
H: 2.028 3.855 2.719  0.316
H: 3.788 2.679 1.123  0.316
C: 2.888 -3.268 0.911  -0.654
O: 1.660 -2.464 0.920  -0.423
H: 3.064 -3.594 1.935  0.299
H: 2.710 -4.145 0.288  0.228
H: 3.720 -2.686 0.514  0.253
H: 1.100 -3.007 1.480  0.221
C: -0.024 -0.322 3.699  -0.376
O: -0.145 0.438 4.891  -0.535
H: -0.018 -1.399 3.862  0.287
H: -0.845 -0.050 3.036  0.288
H: 0.852 -0.064 3.104  -0.032
H: -0.980 0.201 5.301  0.308
O: 1.697 3.984 -1.403  -0.635
H: 2.269 3.506 -0.803  0.350
H: 1.374 4.724 -0.890  0.299
O: 0.503 -0.239 -3.100  -0.666
H: 0.126 0.609 -3.333  0.277
H: 0.433 -0.279 -2.146  0.402
O: -2.546 0.577 -0.021  -0.699
H: -1.967 -0.119 -0.333  0.281
H: -2.498 1.251 -0.699  0.464
C: -3.986 3.757 -0.887  -1.189
C: -2.534 3.534 -1.246  -0.038
O: -2.414 2.385 -2.047  -0.583
H: -4.616 3.529 -1.747  0.290
H: -4.169 4.787 -0.583  0.368
H: -4.293 3.074 -0.095  0.269
H: -1.940 3.410 -0.341  0.059
H: -2.231 4.405 -1.826  0.510
H: -1.632 2.463 -2.597  0.257
C: -0.250 -4.749 -0.933  -0.402
C: -0.794 -4.854 -2.359  -0.389
O: -0.620 -6.183 -2.755  -0.523
H: -1.006 -5.111 -0.236  0.311
H: -0.193 -3.689 -0.682  -0.034
H: 0.739 -5.169 -0.754  0.197
H: -0.233 -4.163 -2.988  0.284
H: -1.835 -4.543 -2.448  0.271
H: 0.208 -6.278 -3.231  0.301